[1]
DFT (the ωB97M-V functional and the def2-TZVPD basis) results for a structure of composition C17H34O2P2Zr.

## Properties
Orbital gap (alpha / beta), eV: 5.578 / 5.579
LUMO level (alpha / beta), eV: -7.4 / -7.4

```
! wB97M-V def2-TZVPD RIJCOSX def2/J DEFGRID3
* xyz 2 1
H -2.463 0.998 -4.305
H -2.651 -1.459 -3.699
H 1.634 1.171 -4.130
H 0.526 0.965 -0.838
H -1.914 -1.415 3.655
C -2.247 0.599 -3.287
H 1.707 1.572 5.086
H 2.252 -0.779 -3.021
H -3.201 0.630 -2.729
O 2.028 0.496 2.982
H 1.293 -1.330 -4.411
H -0.438 -4.437 1.374
C 0.707 0.662 0.191
H 0.757 4.405 1.682
H 0.695 2.182 -2.212
H 2.491 -3.403 1.657
H -1.037 -0.806 0.031
H 0.561 -1.352 -0.558
H -1.547 -3.314 0.528
C 0.378 -1.557 -2.480
P 0.482 -2.200 1.459
C 0.806 0.632 2.962
P 0.054 2.186 1.164
H 0.994 -2.299 -1.950
Zr -1.143 0.043 1.782
H -1.799 2.188 -1.881
H -2.068 3.413 1.250
C -0.870 -1.708 3.336
H -0.027 -3.856 -0.278
H -0.905 -2.817 3.253
H 0.412 0.709 6.001
H 0.138 2.393 5.422
C 1.223 3.534 1.184
H -0.170 -1.466 4.142
H 1.792 0.602 0.378
C 1.221 -0.798 -3.437
H -1.349 3.416 -0.399
C 0.097 -0.799 0.245
H 0.048 0.557 -4.647
C -1.286 1.465 -2.528
H 2.791 -1.625 1.560
C -0.967 -1.444 -2.368
C -1.560 2.781 0.485
O 0.011 0.936 4.025
C -0.482 -3.573 0.686
C -1.760 -0.847 -3.490
C 0.050 1.441 -2.704
H 1.530 3.833 0.162
H 2.116 3.242 1.763
H -2.269 1.967 0.200
H -1.130 -0.875 -4.396
H -1.530 -1.899 -1.545
C 2.228 -2.469 1.141
C 0.728 0.642 -3.782
H 2.423 -2.575 0.064
C 0.638 1.443 5.225
*
```

---

[2]
DFT (the ωB97M-V functional and the def2-TZVPD basis) results for a structure of composition C17H34O9P2SZn.

## Properties
Orbital gap, eV: 3.404
LUMO level, eV: -11.0

```
! wB97M-V def2-TZVPD RIJCOSX def2/J DEFGRID3
* xyz 2 1
O 0.774 1.229 -2.111
C 1.656 0.629 2.215
H -7.596 0.171 1.315
H 2.396 -0.106 1.876
H 0.299 -1.038 -2.999
H 2.638 2.497 1.799
H 4.531 -2.792 -0.965
O -0.698 -1.181 0.431
H -6.375 -0.458 -0.664
H 3.594 2.349 -1.113
O 1.810 4.622 0.634
O 1.578 -1.373 -0.162
H 6.279 -2.524 -1.147
H 4.276 -0.663 -1.633
O -4.761 0.808 -0.448
H -5.447 -0.844 0.804
H -1.763 0.542 -2.119
H -6.300 1.218 1.924
H 6.122 -0.741 0.769
H -1.086 1.308 0.753
C -2.102 1.085 -1.219
C 1.718 1.991 1.475
C 5.241 -1.117 0.229
O 2.569 0.360 -3.089
Zn -3.646 -1.585 1.910
H 2.968 1.338 3.827
C 5.453 -2.511 -0.419
C -0.962 1.602 -0.304
H -4.292 -2.763 0.426
C 1.602 1.909 -0.079
H 4.436 -1.256 0.979
C -0.138 -1.541 -2.125
C -3.286 -2.498 -0.037
H 5.579 -3.285 0.356
S 0.341 -0.753 -0.544
C 1.964 0.894 3.724
H 0.850 2.590 1.814
P 1.483 3.775 -0.530
P -3.312 0.116 -0.261
H -3.119 -4.704 -0.344
H -1.229 -1.636 -2.222
H -1.731 -3.684 -0.913
H 0.263 -2.566 -2.039
H 5.511 0.536 -1.148
H 2.453 4.084 -1.528
H 1.974 -0.069 4.265
H 0.638 0.193 2.135
O -3.344 -1.410 -0.954
C 2.899 1.513 -0.900
C -5.809 0.008 0.164
C 0.440 1.114 -0.727
H -2.667 1.950 -1.622
C 4.663 -0.076 -0.785
O -3.031 0.101 1.263
H 1.209 1.545 4.194
H -7.241 1.656 0.407
C 2.187 0.929 -2.158
C -6.785 0.854 1.003
H -2.487 -2.373 0.785
C -2.828 -3.768 -0.837
H -3.219 -3.673 -1.860
O 3.666 0.667 -0.077
H 0.222 4.101 -1.096
H -1.027 2.702 -0.294
*
```

---

[3]
DFT (the ωB97M-V functional and the def2-TZVPD basis) results for a structure of composition C17H35BNO4P2Zn.

## Properties
Orbital gap (alpha / beta), eV: 4.774 / 4.794
LUMO level (alpha / beta), eV: -5.0 / -5.0

```
! wB97M-V def2-TZVPD RIJCOSX def2/J DEFGRID3
* xyz 1 1
O -0.130 2.002 1.544
H 3.467 1.201 1.491
H 0.368 4.463 0.754
C -3.442 3.137 0.391
H 1.068 0.672 -1.188
H -1.473 4.608 -0.857
H 2.800 -0.784 -2.930
H -3.969 2.773 -0.508
H 0.301 4.381 2.540
H -2.552 -1.884 -1.160
H 4.255 -0.303 2.089
C -1.919 2.970 2.861
O 3.258 -0.523 -2.113
H -2.003 3.186 -1.831
H -2.539 2.063 2.896
C 1.047 -3.150 0.779
O 4.122 -2.699 -0.938
H -0.990 5.229 1.645
C -1.408 3.509 -0.956
C -2.155 0.289 -2.861
H 2.064 -0.694 3.917
H 0.555 -0.531 -4.252
C 0.850 -4.539 0.941
H 0.797 -2.104 -3.434
H 1.335 0.852 3.329
C -1.055 -4.422 -0.525
C -1.650 -2.255 -1.684
H 3.945 -0.071 0.323
H -0.420 -6.216 0.476
H -2.766 -0.271 -3.579
H -0.369 3.219 -1.170
C -0.309 4.364 1.618
Zn 0.526 -0.507 -0.263
H -0.694 -1.825 -4.405
C 3.572 0.115 1.338
P -0.779 -0.720 -2.268
C -1.965 2.803 0.295
O -1.855 1.388 0.111
H 3.674 -1.368 -1.765
H -1.922 -4.848 -1.015
C 2.090 -2.425 1.420
H 0.368 -0.643 3.336
H -1.253 2.934 3.739
H -2.762 0.607 -2.003
H -1.950 -2.836 -2.572
H -3.907 2.681 1.273
H 3.603 -2.875 -0.117
C 1.377 -0.236 3.191
N 0.197 -2.449 -0.053
C -0.225 -5.163 0.314
H -2.571 3.859 2.941
H -3.558 4.231 0.468
C 0.048 -1.361 -3.743
P 1.946 -0.668 1.521
B -0.569 1.110 0.580
H 2.817 -2.978 2.015
H 1.542 -5.088 1.565
C -0.780 -3.073 -0.730
H -1.754 1.186 -3.344
C -1.097 3.067 1.572
H 4.803 -3.392 -1.010
*
```

---

[4]
DFT (the ωB97M-V functional and the def2-TZVPD basis) results for a cluster of 5 separate species, C17H35Br2NO7 in total.

## Properties
Orbital gap, eV: 10.250
SMILES: CCOC(C)=O.CCOC(C)=O.CCOC(C)=O.CNC(C)=O.BrCCBr
LUMO level, eV: 0.6

```
! wB97M-V def2-TZVPD RIJCOSX def2/J DEFGRID3
* xyz 0 1
C -0.890 4.637 -3.638
H 3.872 -5.093 -0.432
H 3.871 -4.164 5.123
H -3.822 2.450 -1.034
C 5.098 -4.115 3.229
H -0.448 2.446 1.545
H 6.022 -4.534 3.627
C -0.118 1.661 3.536
H -0.542 5.669 -3.588
C -2.467 -1.430 -2.596
C -0.441 2.774 2.585
H -2.828 -1.080 -1.630
H -5.286 2.433 -2.900
O -2.888 -0.900 -4.873
H -6.170 1.057 -2.368
Br 2.615 0.824 -1.138
H 0.988 -1.898 -1.055
H 1.759 -1.631 0.520
C 0.933 -1.333 -0.125
H -2.499 -2.518 -2.662
Br -0.728 -1.994 0.752
H 4.078 -3.540 -1.169
N -1.817 4.419 -2.584
H 0.247 0.497 -1.148
C -5.159 0.715 -4.210
H -1.423 4.587 -4.587
C 4.345 -3.661 1.024
H -1.427 3.067 2.943
C -3.240 -0.733 -3.714
H -4.677 1.184 -5.068
O 4.903 -4.530 1.876
C 0.907 0.172 -0.343
H -3.477 4.183 -0.716
C -3.044 3.193 -0.858
H 0.571 0.733 0.529
O 3.793 -2.584 1.247
O -1.628 2.181 -2.567
O 1.074 0.994 3.185
H 2.660 -1.597 3.884
C 1.772 0.309 4.098
H 3.941 -5.633 4.194
H -0.150 1.956 4.585
H 2.974 -0.505 2.481
H -1.419 -1.131 -2.622
H -6.705 2.173 -3.707
C 2.896 -0.582 3.566
H 2.982 -4.357 3.533
H 3.768 -0.210 4.103
C -5.887 1.602 -3.268
C 3.891 -4.548 4.103
H 0.322 3.544 2.702
O 1.532 0.273 5.293
C 4.473 -4.185 -0.385
H 5.493 -4.554 -0.501
H -2.148 5.257 -2.129
H -2.505 3.043 0.077
H -5.923 -0.002 -4.512
C -2.086 3.197 -2.063
O -4.230 0.049 -3.311
H -0.872 0.877 3.469
H -0.063 3.928 -3.684
H 5.224 -3.042 3.373
*
```

---

no.,strongest force on any atom (eV/Å)
1,5.6
2,3.9
3,2.4
4,2.6